65
Properties=species:S:1:pos:R:3 method="wB97M-V/def2-TZVPD" e_homo_ev=-3.714 orbital_gap_ev=6.21 relative_energy_kcal_mol=0.0 fmax_ev_per_a=0.70 total_charge=-1 energy_ha=-1465.3660
C 5.39814 -2.47177 -0.75070
C 4.34979 -2.47911 -1.87384
O 3.64603 -1.28621 -1.88357
P 2.12121 -1.32532 -2.84674
C 2.82166 -0.07419 -4.11236
C 0.45402 -1.40366 -3.82670
C -0.70825 -2.02674 -3.11624
C -1.81232 -1.22798 -2.78549
C -2.91477 -1.70883 -2.07959
C -2.94145 -3.04516 -1.68535
C -1.87247 -3.86483 -2.03739
C -0.76317 -3.38416 -2.74556
C 0.31920 -4.36352 -3.11424
H 6.36436 -2.12520 -1.10776
H 5.04934 -1.87845 0.08846
H 5.53389 -3.49349 -0.38863
H 4.88421 -2.61659 -2.82291
H 3.68840 -3.33819 -1.70520
H 2.64904 -2.44530 -3.63132
H 1.59249 -2.22467 -1.82564
H 1.62475 -0.19207 -2.05409
H 2.97228 -0.52110 -5.09724
H 3.77650 0.27565 -3.72691
H 2.16100 0.79330 -4.15509
H 0.17651 -0.36724 -4.02339
H 0.58050 -1.87174 -4.80579
H -1.80093 -0.18596 -3.07307
H -3.72283 -1.03236 -1.84225
H -3.77138 -3.44302 -1.12021
H -1.89424 -4.90836 -1.74987
H 1.02188 -3.92082 -3.81327
H -0.10622 -5.26630 -3.54693
H 0.89285 -4.61950 -2.22803
C -2.89893 1.19413 2.88523
O -3.19625 0.32258 1.81503
C -2.08321 -0.48543 1.43654
C -2.19490 -1.88600 1.98820
O -2.12535 -1.90734 3.41247
C -3.38871 -2.03064 4.02958
H -3.83811 1.61291 3.24797
H -2.40163 0.67217 3.70744
H -2.26181 2.01651 2.53708
H -1.14775 -0.02045 1.76092
H -2.06965 -0.54227 0.34529
H -1.36017 -2.48049 1.60808
H -3.12269 -2.35227 1.64373
H -3.77915 -3.04917 3.91641
H -4.11170 -1.32170 3.61749
H -3.25919 -1.82424 5.09207
C 1.64830 6.59827 2.50731
O 0.62953 6.42196 3.47542
C -0.67206 6.34915 2.91533
C -1.15985 4.92166 2.79905
O -0.39304 4.17786 1.87051
C 0.56399 3.32597 2.47713
H 2.60364 6.43071 3.00206
H 1.54708 5.89208 1.68081
H 1.63360 7.62142 2.11455
H -0.69487 6.83243 1.93376
H -1.34473 6.90086 3.58028
H -2.19365 4.93211 2.43741
H -1.15271 4.43966 3.78215
H 0.07005 2.46163 2.93377
H 1.14970 3.85036 3.23611
H 1.23414 2.96847 1.69769